# 1
11
Properties=species:S:1:pos:R:3 method="wB97M-V/def2-TZVPD" total_charge=0 lumo_ev=0.38 de_lowest_kj_mol=296.4 e_tot_ha=-380.43415 smiles=Oc1ccoc1O e_homo_ev=-7.385
O -0.36 2.16 0.10
C -0.08 0.88 0.12
C -0.90 -0.24 0.10
C -0.12 -1.33 -0.11
O 1.22 -1.00 -0.17
C 1.40 0.28 -0.11
O 2.59 0.98 -0.10
H 0.52 2.60 0.33
H -1.94 -0.37 0.49
H -0.45 -2.37 0.19
H 3.17 0.98 0.72

# 2
103
Properties=species:S:1:pos:R:3 method="wB97M-V/def2-TZVPD" total_charge=+1 lumo_ev=-2.07 de_lowest_kj_mol=302.2 e_tot_ha=-4483.57759 e_homo_ev=-11.617
C 0.96 1.52 -1.49
C 1.50 0.25 -2.17
O 1.86 0.32 -3.32
N 1.47 -1.08 -1.50
H 2.49 -1.36 -1.14
H 1.20 -1.04 -0.52
C 1.05 -2.26 -2.30
H 0.22 2.02 -2.21
H 1.87 2.05 -1.84
H 0.76 1.47 -0.60
H 1.45 -3.14 -2.15
H 1.26 -1.97 -3.34
H 0.07 -2.40 -2.11
C -0.41 6.07 -3.87
C -0.43 5.49 -2.41
C -1.45 6.09 -1.67
S -2.79 6.45 -2.71
O -3.22 7.82 -2.60
O -3.75 5.32 -2.79
C -1.88 6.20 -4.17
H 0.34 5.38 -4.56
H 0.24 6.97 -3.69
H 0.74 5.52 -2.07
H -0.68 4.45 -2.42
H -1.34 6.93 -1.14
H -1.84 5.38 -0.87
H -2.17 6.88 -4.73
H -2.05 5.24 -4.44
C -3.27 -0.32 -5.31
C -3.68 1.05 -5.83
C -3.83 1.94 -4.71
S -2.49 1.47 -3.61
O -3.23 1.15 -2.39
O -1.40 2.46 -3.60
C -2.03 -0.01 -4.48
H -3.06 -0.92 -6.21
H -4.06 -0.80 -4.72
H -4.62 1.18 -6.32
H -2.94 1.53 -6.53
H -4.51 1.40 -4.29
H -3.65 3.01 -4.89
H -1.69 -0.81 -3.84
H -1.30 0.26 -5.06
C -0.56 -7.03 1.45
C 0.93 -7.07 1.92
C 1.67 -6.77 0.76
S 0.84 -5.50 -0.02
O 0.63 -5.66 -1.46
O 1.40 -4.25 0.53
C -0.75 -5.73 0.78
H -1.29 -7.39 2.27
H -0.79 -7.80 0.66
H 1.00 -8.09 2.41
H 1.22 -6.62 2.70
H 1.82 -7.57 -0.06
H 2.66 -6.50 1.14
H -1.31 -5.80 -0.01
H -0.88 -5.01 1.44
C 4.43 -2.90 4.07
C 5.54 -3.11 2.87
C 5.64 -1.86 2.35
S 4.04 -1.11 2.33
O 3.28 -1.15 1.09
O 3.94 0.13 2.99
C 3.26 -2.24 3.46
H 4.98 -2.35 4.94
H 4.06 -3.81 4.51
H 5.08 -3.97 2.25
H 6.47 -3.55 3.32
H 5.98 -1.95 1.23
H 6.24 -1.11 2.90
H 2.73 -3.01 3.06
H 2.62 -1.52 4.01
C 2.43 3.93 4.83
C 1.08 3.28 4.96
C 0.48 3.31 3.64
S 1.71 3.84 2.42
O 1.42 5.27 2.32
O 1.61 2.95 1.33
C 3.03 3.58 3.49
H 2.90 3.55 5.51
H 2.38 5.04 4.96
H 0.56 3.48 5.89
H 1.15 2.36 5.18
H -0.24 4.16 3.47
H -0.04 2.31 3.34
H 3.85 4.19 3.54
H 3.27 2.45 3.44
C -4.68 -1.35 1.41
C -3.77 -1.48 2.64
C -2.49 -0.88 2.48
S -2.10 -1.24 0.81
O -1.35 -2.47 0.77
O -1.49 -0.15 0.15
C -3.74 -1.68 0.23
H -5.07 -0.52 1.26
H -5.49 -2.12 1.15
H -3.55 -2.58 2.86
H -4.35 -1.19 3.60
H -1.87 -1.14 3.32
H -2.61 0.18 2.57
H -3.72 -2.74 -0.18
H -3.93 -1.17 -0.68

# 3
10
Properties=species:S:1:pos:R:3 method="wB97M-V/def2-TZVPD" total_charge=0 lumo_ev="-0.44 / -0.44" de_lowest_kj_mol=327.1 e_tot_ha=-1029.70545 smiles="[S-][N+]#CCl.C=C" e_homo_ev="-8.563 / -8.563"
S 0.24 -1.08 2.02
N 0.14 0.46 1.79
C -0.11 1.32 1.03
Cl -0.21 2.96 0.90
C -0.23 0.07 -1.02
C 0.18 -1.18 -0.76
H -1.18 0.26 -1.44
H 0.58 0.76 -1.08
H -0.58 -2.02 -0.76
H 1.14 -1.54 -0.70

# 4
47
Properties=species:S:1:pos:R:3 method="wB97M-V/def2-TZVPD" total_charge=0 lumo_ev=0.20 e_tot_ha=-1396.57768 smiles="Cc1cnc2c(C(=O)NCCO)cn(Cc3ncnc(OC(F)F)c3C)c2c1" e_homo_ev=-8.666
C -4.30 -2.02 1.98
C -3.55 -1.06 1.08
C -3.87 -0.89 -0.26
N -3.12 -0.11 -1.07
C -1.97 0.39 -0.64
C -0.83 1.04 -1.32
C -0.68 1.31 -2.73
O 0.37 1.72 -3.19
N -1.80 1.16 -3.54
C -1.87 1.60 -4.97
C -1.04 0.64 -5.84
O -1.15 0.98 -7.21
C 0.08 1.40 -0.35
N -0.38 0.94 0.90
C 0.32 1.17 2.17
C 1.80 0.85 2.10
N 2.60 1.88 1.88
C 3.93 1.69 1.92
N 4.52 0.53 2.25
C 3.69 -0.53 2.35
O 4.27 -1.73 2.66
C 5.53 -1.67 3.32
F 6.20 -2.82 3.07
F 5.33 -1.57 4.66
C 2.30 -0.43 2.28
C 1.41 -1.64 2.58
C -1.61 0.27 0.68
C -2.42 -0.47 1.59
H -3.68 -2.92 2.13
H -4.48 -1.59 2.95
H -5.25 -2.35 1.48
H -4.80 -1.38 -0.63
H -2.61 0.72 -3.11
H -2.92 1.58 -5.28
H -1.46 2.61 -5.13
H -0.02 0.65 -5.50
H -1.40 -0.38 -5.76
H -0.45 0.54 -7.69
H 1.06 1.83 -0.58
H -0.13 0.59 2.96
H 0.23 2.21 2.44
H 4.56 2.56 1.75
H 6.20 -0.87 3.01
H 0.92 -1.44 3.55
H 1.95 -2.55 2.65
H 0.66 -1.79 1.78
H -2.13 -0.64 2.59